18
Properties=species:S:1:pos:R:3 method="wB97M-V/def2-TZVPD" total_charge=+1 total_energy_ev=-10905.0529 molar_mass_g_mol=102.11 e_homo_ev=-14.674 orbital_gap_ev=10.3 lumo_energy_ev=-4.36
C 2.730 -0.003 -0.205
N 1.555 0.378 0.045
H 3.641 0.631 0.025
H 2.939 -0.867 -0.855
H 0.735 -0.169 -0.212
H 1.328 1.282 0.452
H -0.305 -2.494 -0.535
H -0.472 -1.635 -1.905
O 0.022 -1.768 -1.073
H -1.345 2.637 0.512
H -1.000 1.658 1.467
O -0.930 1.756 0.504
H -0.234 0.529 3.678
H -1.260 -0.222 2.626
O -0.428 0.221 2.792
H -2.335 0.077 -1.663
H -2.607 -0.844 -2.870
O -1.924 -0.581 -2.234